(1)
The following is a DFT calculation (wB97M-V/def2-TZVPD) of a 17-piece molecular cluster, C18H70N4O17P overall.

Properties
* HOMO-LUMO gap: 0.2099 hartree
* E_HOMO: -10.96 eV
* net charge: +1
* LUMO level: -5.25 eV

Each line ends with the Löwdin charge.
Cartesian coordinates (Å):
O  2.93  0.23  3.62  -0.469
P  1.59  1.03  3.28  0.800
N  0.21  0.44  4.28  -0.072
C  -0.84  1.31  4.43  -0.261
N  -0.92  2.68  3.78  0.095
C  -2.27  3.13  4.31  0.078
N  -2.84  2.04  5.22  0.009
N  -2.02  0.92  5.29  0.081
H  1.83  2.40  3.73  0.056
H  1.29  1.09  1.86  0.036
H  0.16  -0.50  4.75  0.150
H  -2.83  4.13  4.10  0.174
H  -3.76  2.15  5.73  0.189
H  -2.17  0.04  5.86  0.203
C  5.83  -0.89  1.33  -0.135
O  5.62  0.49  1.09  -0.137
H  6.82  -1.16  0.96  0.087
H  5.77  -1.09  2.40  0.069
H  5.07  -1.47  0.79  0.080
H  4.73  0.71  1.43  0.073
C  -3.68  1.84  0.85  -0.144
O  -2.58  2.72  0.67  -0.145
H  -4.32  1.90  -0.03  0.074
H  -3.32  0.82  0.97  0.084
H  -4.25  2.15  1.73  0.069
H  -2.02  2.65  1.47  0.046
C  -0.73  0.35  -1.24  -0.144
O  -0.94  1.73  -1.48  -0.143
H  0.26  0.07  -1.61  0.089
H  -0.79  0.15  -0.17  0.059
H  -1.49  -0.23  -1.77  0.071
H  -1.83  1.94  -1.14  0.052
C  6.23  -1.66  5.46  -0.150
O  5.74  -2.88  4.95  -0.147
H  7.28  -1.55  5.17  0.082
H  5.66  -0.83  5.05  0.070
H  6.16  -1.66  6.55  0.066
H  4.80  -2.95  5.23  0.086
C  -7.35  1.80  -1.07  -0.150
O  -6.52  1.26  -0.06  -0.157
H  -7.08  1.35  -2.03  0.063
H  -8.40  1.58  -0.84  0.086
H  -7.19  2.88  -1.12  0.082
H  -6.78  1.68  0.78  0.081
C  -1.50  5.63  -1.19  -0.161
O  -0.96  5.92  0.09  -0.134
H  -1.49  6.53  -1.80  0.085
H  -0.89  4.86  -1.67  0.077
H  -2.53  5.27  -1.08  0.071
H  -0.98  5.10  0.60  0.055
C  5.75  -0.96  9.53  -0.173
O  6.84  -0.54  8.73  -0.137
H  4.82  -0.64  9.07  0.074
H  5.75  -2.05  9.61  0.077
H  5.83  -0.52  10.53  0.076
H  7.65  -0.84  9.17  0.091
C  9.45  -3.99  4.34  -0.154
O  8.44  -3.63  5.27  -0.141
H  10.43  -3.73  4.76  0.083
H  9.41  -5.07  4.17  0.068
H  9.30  -3.46  3.40  0.072
H  7.59  -3.87  4.87  0.052
C  -3.51  0.84  -4.09  -0.150
O  -2.41  1.71  -4.27  -0.130
H  -4.16  0.89  -4.97  0.074
H  -3.15  -0.19  -3.97  0.057
H  -4.08  1.14  -3.21  0.072
H  -1.86  1.64  -3.47  0.047
C  -3.31  -3.39  -2.42  -0.151
O  -3.52  -2.01  -2.65  -0.153
H  -2.32  -3.67  -2.78  0.083
H  -3.36  -3.59  -1.34  0.073
H  -4.07  -3.97  -2.95  0.080
H  -4.40  -1.79  -2.31  0.090
C  -4.35  -1.86  -7.06  -0.157
O  -5.36  -1.49  -6.14  -0.147
H  -3.37  -1.59  -6.65  0.072
H  -4.39  -2.94  -7.23  0.078
H  -4.50  -1.32  -8.00  0.080
H  -6.21  -1.74  -6.53  0.055
C  8.39  -5.52  1.19  -0.162
O  8.18  -4.14  0.96  -0.138
H  9.38  -5.79  0.82  0.088
H  8.34  -5.72  2.26  0.057
H  7.63  -6.10  0.66  0.077
H  7.30  -3.92  1.29  0.075
C  -8.60  -4.30  -6.61  -0.158
O  -8.01  -3.31  -7.42  -0.137
H  -7.83  -4.74  -5.96  0.081
H  -9.38  -3.85  -5.99  0.077
H  -9.03  -5.09  -7.24  0.079
H  -8.72  -2.94  -7.99  0.088
C  0.21  0.71  -6.28  -0.172
O  0.00  2.09  -6.52  -0.131
H  1.20  0.43  -6.65  0.079
H  0.15  0.50  -5.21  0.062
H  -0.55  0.13  -6.82  0.072
H  -0.89  2.30  -6.18  0.061
C  6.98  3.84  0.93  -0.170
O  6.80  2.98  2.04  -0.146
H  7.13  4.86  1.29  0.077
H  7.85  3.52  0.35  0.078
H  6.08  3.82  0.30  0.071
H  6.66  2.08  1.68  0.034
C  -7.32  2.78  -4.66  -0.151
O  -8.10  1.74  -4.09  -0.146
H  -7.27  3.62  -3.96  0.080
H  -6.31  2.41  -4.85  0.068
H  -7.78  3.11  -5.59  0.080
H  -8.12  1.01  -4.73  0.089

(2)
The following is a DFT calculation (wB97M-V/def2-TZVPD) of C34H69IN3O5P as an isolated structure.

Properties
* HOMO-LUMO gap (alpha / beta): 0.3114 / 0.3056 hartree
* multiplicity: 3
* E_HOMO (alpha / beta): -8.53 / -8.53 eV
* net charge: 0
* LUMO level (alpha / beta): -0.06 / -0.22 eV

Each line ends with the Löwdin charge.
Cartesian coordinates (Å):
C  3.02  -1.86  6.03  -0.142
C  4.33  -2.69  5.54  -0.245
C  3.90  -3.39  4.13  -0.218
C  5.16  -3.88  3.26  -0.202
C  5.65  -2.76  2.18  -0.194
C  6.86  -1.93  2.85  -0.212
C  6.72  -0.38  2.43  -0.216
C  5.40  0.27  3.08  -0.202
C  4.46  0.89  1.92  -0.212
C  3.24  1.78  2.54  -0.191
C  1.94  0.86  2.88  -0.212
C  0.90  1.09  1.68  -0.244
C  -0.61  0.62  1.97  -0.877
I  -1.78  2.50  2.13  0.880
O  -1.21  -0.07  0.82  -0.119
C  -0.76  -1.41  0.72  -0.449
O  -1.62  -2.31  0.95  0.075
O  0.55  -1.74  0.33  -0.037
C  0.74  -3.18  0.19  -0.194
C  0.97  -3.94  1.60  -0.071
P  -0.88  -0.27  3.62  0.699
N  0.05  -1.54  3.89  -0.277
H  3.23  -1.34  7.04  0.073
H  2.15  -2.59  6.19  0.080
H  2.79  -1.04  5.26  0.048
H  4.51  -3.49  6.33  0.106
H  5.20  -1.97  5.38  0.083
H  3.29  -4.32  4.40  0.115
H  3.28  -2.60  3.57  0.075
H  6.06  -4.09  3.93  0.103
H  4.89  -4.80  2.63  0.102
H  6.01  -3.26  1.20  0.113
H  4.72  -2.13  1.96  0.087
H  6.88  -2.01  3.99  0.100
H  7.83  -2.34  2.39  0.108
H  6.62  -0.32  1.29  0.107
H  7.69  0.16  2.70  0.108
H  5.76  1.12  3.77  0.115
H  4.77  -0.49  3.67  0.088
H  4.09  0.10  1.18  0.106
H  5.15  1.60  1.33  0.113
H  3.01  2.60  1.78  0.103
H  3.68  2.26  3.49  0.110
H  1.56  1.21  3.90  0.103
H  2.34  -0.22  2.90  0.094
H  0.90  2.22  1.47  0.066
H  1.35  0.62  0.72  0.135
H  -0.05  -3.69  -0.46  0.119
H  1.74  -3.31  -0.38  0.135
H  1.75  -3.38  2.23  0.054
H  1.37  -5.00  1.37  0.092
H  0.02  -4.07  2.20  0.079
H  -2.29  -0.61  3.65  0.028
H  -0.62  0.67  4.70  0.012
H  0.68  -1.64  3.08  -0.063
C  -2.05  7.25  -2.48  -0.039
C  -2.56  6.39  -1.30  -0.475
C  -3.92  5.73  -1.66  -0.135
C  -5.10  6.69  -1.61  -0.184
C  -5.14  7.45  -0.29  -0.137
C  -3.81  8.16  0.03  -0.486
N  -2.64  7.24  -0.07  -0.047
O  -2.65  6.42  1.01  -0.036
C  -3.64  9.37  -0.91  -0.045
C  -3.93  8.81  1.44  -0.045
C  -1.52  5.25  -1.18  -0.053
H  -1.45  8.09  -2.14  0.087
H  -1.40  6.67  -3.15  0.080
H  -2.86  7.63  -3.11  0.069
H  -4.12  4.91  -0.96  0.123
H  -3.86  5.28  -2.65  0.126
H  -5.06  7.39  -2.45  0.102
H  -6.03  6.13  -1.74  0.114
H  -5.96  8.18  -0.32  0.124
H  -5.40  6.74  0.51  0.125
H  -2.67  9.86  -0.75  0.091
H  -4.41  10.12  -0.72  0.087
H  -3.73  9.13  -1.97  0.057
H  -4.16  8.08  2.22  0.077
H  -4.72  9.55  1.46  0.084
H  -2.99  9.31  1.71  0.089
H  -0.53  5.64  -0.91  0.094
H  -1.41  4.72  -2.12  0.086
H  -1.80  4.50  -0.43  0.023
C  -0.60  -4.88  -6.07  -0.040
C  -1.12  -5.74  -4.89  -0.478
C  -2.46  -6.41  -5.26  -0.138
C  -3.65  -5.46  -5.23  -0.185
C  -3.72  -4.70  -3.91  -0.136
C  -2.39  -3.98  -3.57  -0.481
N  -1.21  -4.88  -3.67  -0.047
O  -1.23  -5.71  -2.59  -0.025
C  -2.22  -2.77  -4.52  -0.043
C  -2.52  -3.33  -2.17  -0.043
C  -0.06  -6.87  -4.76  -0.051
H  -0.01  -4.03  -5.72  0.086
H  0.06  -5.45  -6.74  0.079
H  -1.40  -4.50  -6.71  0.068
H  -2.67  -7.23  -4.57  0.123
H  -2.39  -6.86  -6.26  0.125
H  -3.61  -4.76  -6.07  0.102
H  -4.58  -6.03  -5.37  0.114
H  -4.54  -3.98  -3.95  0.124
H  -3.97  -5.41  -3.11  0.126
H  -1.26  -2.27  -4.35  0.091
H  -3.00  -2.02  -4.34  0.088
H  -2.30  -3.01  -5.57  0.057
H  -2.76  -4.05  -1.39  0.084
H  -3.33  -2.59  -2.16  0.091
H  -1.60  -2.82  -1.89  0.070
H  0.92  -6.47  -4.48  0.091
H  0.06  -7.40  -5.71  0.083
H  -0.34  -7.62  -4.02  0.076

Record-wise calculated total energy values, in eV: -69839.633, -68465.440